Entry from the OMol25 dataset: C34H59BN5O4PPbS2Se as an isolated structure at a distorted geometry (ωB97M-V/def2-TZVPD).

```
108
Properties=species:S:1:pos:R:3:forces:R:3:lowdin_charge:R:1
Pb -1.312822 2.599911 -1.773445 0.35 -0.06 0.29 1.067
Se -0.766202 5.370882 -2.582155 -0.02 -0.11 -0.21 0.460
S 1.469265 2.108132 -0.919841 -1.06 -0.12 1.42 0.576
S -1.417890 0.892699 -4.643220 -1.14 0.18 0.83 0.813
P -3.065539 2.485520 0.673459 -0.01 0.04 -1.42 0.229
O -3.360330 1.124992 1.406375 -1.15 -0.18 1.04 -0.142
O -3.710743 2.511478 -0.719121 0.75 0.28 1.17 -0.425
O -3.611632 3.569196 1.704811 -0.04 -0.41 -0.26 -0.178
O -1.540233 2.602362 0.527830 -0.23 0.17 -0.30 -0.463
N -0.085904 1.084055 -6.958123 1.32 -0.85 1.09 -0.087
N 1.187036 0.437665 -5.261572 1.02 1.65 -0.64 0.014
N 3.196775 3.518534 -2.504721 -1.26 -1.14 2.52 -0.114
N -0.468335 4.401743 -5.422856 -0.11 0.43 1.39 0.032
N 2.773167 1.458730 -3.226611 0.00 0.22 -1.45 0.013
C -0.573220 4.806194 -4.329424 0.03 -0.63 -0.95 -0.858
C -1.915001 -4.195223 2.418358 0.34 -0.02 0.32 -0.056
C -4.872164 5.451747 2.409195 -0.20 -0.52 0.70 -0.043
C -4.672900 0.773575 2.051642 -0.93 -0.77 -0.63 -0.567
C 2.066824 -3.584332 0.980343 -1.46 0.00 -1.04 -0.121
C 0.708346 -3.493646 1.268837 0.22 -0.89 -2.41 0.002
C 5.046962 -2.322526 1.631731 0.18 1.20 -0.67 -0.053
C 2.553955 -3.840062 -0.408899 1.07 -0.25 -0.57 -0.535
C 4.877249 -4.442519 2.969718 -0.22 0.16 0.41 -0.041
C 1.159287 0.661545 -7.445740 -3.02 1.39 -2.65 0.001
C 1.949312 0.392292 -6.411428 -0.29 -0.81 2.39 -0.033
C 3.686488 -4.939067 -0.509166 -0.17 0.00 0.55 -0.034
C -0.086382 0.874187 -5.560277 2.22 -0.37 -2.43 -0.729
C 3.032870 -2.583966 -1.149665 0.82 -0.19 0.10 -0.044
C 1.414951 -4.368220 -1.237738 -0.52 -0.72 -1.37 -0.098
C -1.149676 1.823305 -7.615135 -0.77 0.33 0.42 -0.047
C 0.494035 -3.499030 2.656041 0.03 0.41 2.75 -0.145
C -5.858707 1.318864 1.236321 0.51 1.34 0.57 -0.043
C -4.126468 5.364145 0.071693 0.18 -0.04 -0.35 -0.034
C 2.790452 -3.479985 2.215849 -1.60 1.76 2.32 -0.052
C -0.870174 -3.588764 3.416732 0.32 -0.51 -1.07 -0.515
C -4.694794 1.293902 3.492448 0.55 -0.26 -0.48 -0.014
C -4.777525 -0.740640 1.921521 1.31 -0.18 0.01 -0.036
C -1.294069 -2.180976 3.835511 0.70 0.50 -1.17 -0.056
C 2.515504 2.300722 -2.180267 0.89 1.73 -3.31 -0.749
C -2.448083 5.610402 2.031777 1.34 0.27 0.34 -0.033
C -0.720499 -4.484580 4.666434 0.88 0.83 -0.11 -0.050
C 1.758110 -3.411855 3.234172 0.66 -0.55 -0.94 -0.012
C 4.181654 -2.293709 3.974762 -0.92 1.51 -1.23 -0.064
C 4.198890 -3.108048 2.621081 0.19 -0.26 1.60 -0.520
C 3.696559 2.085771 -4.081882 0.14 0.42 0.57 -0.070
C 3.951046 3.348375 -3.601434 -0.56 -1.98 -1.10 -0.076
C -3.685530 5.006430 1.526244 -2.72 -0.14 -1.22 -0.632
C 3.122640 4.720671 -1.654763 -0.12 0.27 -0.04 -0.043
B 1.822583 0.268511 -3.858375 0.14 -1.10 2.10 -0.428
H -2.839988 -4.377566 2.953021 -0.21 -0.27 0.18 0.072
H -5.612155 0.973243 4.023784 0.41 0.36 -0.40 0.100
H -2.497228 6.677526 1.838139 0.08 0.28 0.23 0.093
H 5.183762 -2.031225 4.304870 0.19 -0.03 -0.22 0.076
H 3.825952 -5.188604 -1.577046 0.17 0.13 0.53 0.084
H 4.528412 4.112325 -4.031069 0.70 0.77 -0.25 0.107
H -2.232522 -2.105045 4.369272 -0.45 -0.24 -0.15 0.078
H 4.394728 -4.890287 3.860387 0.36 0.19 -0.44 0.100
H 4.101453 -2.419762 -0.979694 -0.25 0.48 0.35 0.067
H -2.188398 -3.513746 1.618345 0.20 0.36 -0.10 0.067
H -1.534422 5.231879 1.529662 -0.52 0.01 0.39 0.099
H -1.666374 -4.827636 5.058237 -0.42 -0.16 -0.11 0.070
H 2.424297 -0.792951 -3.962021 0.25 0.54 0.13 0.076
H -5.792076 4.847778 2.187350 0.70 0.86 -0.22 0.096
H -1.278769 -1.574584 2.906134 -0.45 0.02 0.62 0.097
H 4.171044 1.572167 -4.924027 -0.43 0.29 0.48 0.109
H -2.435525 5.412737 3.124908 0.48 0.24 -0.66 0.105
H -1.278078 2.811301 -7.112536 0.16 -0.79 -0.26 0.073
H -0.122774 -3.593380 0.547975 0.83 0.12 0.43 0.112
H 5.932851 -4.255565 3.145191 0.21 -0.22 0.15 0.087
H -0.546230 -1.738817 4.482325 0.31 0.02 0.19 0.077
H -0.077942 -5.328048 4.391719 -0.15 0.02 0.47 0.087
H 1.828805 -4.765476 -2.192519 -0.33 0.58 0.33 0.088
H -1.580134 -5.122191 1.913851 -0.04 0.32 0.55 0.093
H -4.505617 6.418116 0.021288 0.27 -0.95 0.16 0.098
H 0.894372 0.135249 -3.100565 0.19 0.06 0.00 0.039
H 3.587780 -1.338783 3.814179 0.83 -0.89 0.15 0.114
H 4.471088 -1.523914 1.103999 0.26 -0.50 0.58 0.094
H -0.906033 1.984267 -8.637516 0.50 0.14 -0.80 0.079
H 0.604165 -3.631260 -1.475645 0.75 -0.65 0.33 0.105
H 3.856274 5.467068 -2.011440 -0.45 -0.43 -0.04 0.093
H -3.925011 -1.215150 2.435713 -0.24 0.01 -0.27 0.070
H -4.645076 5.185283 3.465202 -0.05 0.45 -0.48 0.086
H 1.034080 -5.256148 -0.753015 -0.65 -0.14 0.19 0.085
H -0.267729 -3.866798 5.481696 0.01 -0.71 -0.60 0.091
H -4.568642 2.382479 3.426031 -0.33 -0.31 0.43 0.070
H 2.999484 -2.811126 -2.204315 -0.25 0.12 -0.52 0.065
H 5.906686 -1.797179 2.141859 -0.83 -0.75 -0.43 0.099
H 4.650356 -4.681318 -0.040461 -0.31 0.46 -0.49 0.056
H 2.093272 5.155162 -1.660099 0.83 -0.44 -0.15 0.045
H -5.688328 -1.124607 2.370673 -0.19 0.11 -0.02 0.086
H 5.443780 -2.948738 0.828138 0.09 -0.02 0.20 0.061
H -5.023782 6.558525 2.302259 -0.07 -1.11 0.19 0.101
H 2.411918 -1.709634 -0.941346 0.22 -0.03 0.01 0.097
H 1.292196 0.528038 -8.541159 0.12 0.51 1.12 0.150
H -5.742119 1.127424 0.187285 0.12 -0.21 -0.51 0.075
H 3.386385 4.486058 -0.616249 -0.13 -0.17 -0.29 0.082
H 4.743130 -5.108894 2.139491 0.23 -0.59 -0.35 0.057
H -3.300942 5.289216 -0.649238 -0.03 0.05 0.20 0.038
H 3.692543 -2.772072 4.803269 -0.02 -0.55 0.19 0.053
H 2.017167 -3.226040 4.240658 -0.35 -0.13 0.83 0.078
H -4.742170 -0.992863 0.843803 -0.05 -0.04 0.61 0.100
H -6.860838 1.012034 1.549204 0.40 -0.36 0.32 0.097
H -3.823970 0.879631 4.015099 -0.17 0.09 0.04 0.088
H -5.812109 2.396279 1.379594 -0.35 0.30 -0.30 0.063
H 2.991464 0.129407 -6.389646 -0.08 -0.21 0.05 0.130
H 3.450488 -5.868056 0.036756 -0.51 0.21 -0.35 0.088
H -4.893808 4.640302 -0.311259 0.53 0.81 0.60 0.094
H -2.098279 1.274575 -7.617528 0.26 0.03 0.31 0.089
```
Positions in Å, forces in eV/Å.

Computed properties:
- orbital gap (alpha / beta) (eV) = 3.79 / 6.35
- LUMO energy (alpha / beta) (eV) = -3.5 / -0.9
- net charge = 0
- calculated total energy (eV) = -154087.7226
- HOMO (alpha / beta) (eV) = -7.289 / -7.207
- energy relative to the best compared isomer or geometry (same formula, charge and spin) (kJ/mol) = 8.00